Molecular formula: C46H131F6N5O31P
Method: DFT, wB97M-V/def2-TZVPD

## Properties
**E_LUMO**: 4.4 eV
**Kohn-Sham gap**: 4.959 eV
**Spin multiplicity**: 1
**Net charge**: -3
**Electronic energy**: -5377.87864 Ha
**Max |F|**: 4.2 eV/A

CARTESIAN COORDINATES (ANGSTROEM)
P1 0.43968 -0.10282 -1.61958
F1 -1.21292 -0.16301 -1.53761
F2 0.40459 0.98274 -0.42917
F3 0.41207 -1.33289 -0.56755
F4 2.07199 -0.12712 -1.61444
F5 0.39454 -1.09625 -2.90375
F6 0.27484 1.21714 -2.60294
O1 5.58056 -1.97583 7.32685
C1 6.24450 -2.21564 8.61084
C2 7.82496 -1.94408 8.67252
O2 7.95017 -0.81059 9.29745
H1 6.03812 -3.36242 8.82792
H2 5.87606 -1.48911 9.30264
H3 8.32238 -1.90954 7.64425
H4 8.19242 -2.74572 9.29811
C3 0.85136 -5.34882 -5.80441
C4 -0.50110 -5.96960 -5.36330
C5 -1.04345 -5.46541 -4.00954
O3 -1.01662 -4.04775 -3.92721
C6 -1.73518 -3.56082 -2.82348
N1 -1.47738 -5.66443 -6.40440
H5 0.60211 -4.29459 -5.69689
H6 0.99023 -5.72196 -6.81841
H7 1.72830 -5.50151 -5.20754
H8 -0.45198 -7.05997 -5.27031
H9 -0.52380 -5.89645 -3.07651
H10 -2.06480 -5.80277 -3.93650
H11 -1.53501 -2.50540 -2.73279
H12 -1.46931 -4.18230 -1.94877
H13 -2.84585 -3.72652 -2.96784
H14 -2.37051 -6.11170 -6.22021
H15 -1.65416 -4.66007 -6.50798
C7 -4.31129 -2.57590 2.18690
C8 -3.76642 -3.97290 1.75628
C9 -4.42492 -4.63196 0.57635
O4 -5.85666 -4.52406 0.89519
C10 -6.78902 -5.07279 0.00003
N2 -2.21824 -3.95634 1.76796
H16 -3.64869 -2.25553 2.99778
H17 -5.36694 -2.51758 2.43998
H18 -4.21318 -1.81220 1.41093
H19 -3.87686 -4.72388 2.58208
H20 -4.01613 -5.63761 0.44458
H21 -4.32808 -4.14768 -0.39162
H22 -6.47849 -4.82682 -1.00448
H23 -7.74846 -4.63812 0.32744
H24 -6.75129 -6.13262 0.13701
H25 -1.94416 -4.75940 1.14463
H26 -1.93421 -3.07180 1.38176
C11 2.93116 -5.67228 -1.55774
C12 1.80528 -4.73661 -1.24547
C13 2.13819 -3.94822 0.04628
O5 2.29317 -4.78595 1.15519
C14 1.17922 -4.64467 2.15120
N3 1.73381 -3.67569 -2.22432
H27 2.91523 -6.50091 -0.86273
H28 3.85425 -5.17755 -1.37966
H29 2.83410 -6.02537 -2.59333
H30 0.83916 -5.26738 -1.09094
H31 1.33688 -3.21233 0.25027
H32 3.08494 -3.30481 -0.10518
H33 1.59003 -5.13156 3.07667
H34 0.30602 -5.10540 1.69141
H35 1.13099 -3.60200 2.32413
H36 1.21699 -2.90421 -1.84428
H37 1.06661 -3.89117 -2.98869
C15 -5.07077 3.83416 2.46825
C16 -5.01146 5.36159 2.47017
C17 -3.88594 5.92165 1.60324
O6 -4.11247 7.29048 1.46893
C18 -3.09714 7.91019 0.67157
N4 -6.29480 5.88831 1.96929
H38 -5.59354 3.48536 1.57678
H39 -5.75787 3.48923 3.29873
H40 -4.08324 3.30317 2.65549
H41 -4.85194 5.71651 3.49452
H42 -3.86376 5.45296 0.59683
H43 -2.90535 5.75938 2.04785
H44 -2.90944 7.40424 -0.26071
H45 -2.11661 7.86946 1.10373
H46 -3.44734 8.90480 0.38446
H47 -6.60913 6.67190 2.56972
H48 -6.26894 6.26130 1.02692
C19 -0.12392 4.82944 5.97250
C20 -0.44465 6.33295 6.19639
C21 -1.70282 6.82010 5.35611
O7 -1.97908 8.16011 5.54990
C22 -2.77400 8.62863 4.52866
N5 -0.60939 6.66190 7.57594
H49 -0.21384 4.58623 4.93294
H50 -0.69814 4.16659 6.61083
H51 0.96471 4.72623 6.15339
H52 0.32930 7.00711 5.71153
H53 -2.63200 6.24717 5.51469
H54 -1.43621 6.54508 4.28277
H55 -3.11398 9.65410 4.79960
H56 -3.67805 7.99294 4.48140
H57 -2.21432 8.45860 3.59568
H58 -0.40999 5.91948 8.22321
H59 -0.19504 7.45013 7.85766
C23 -0.61909 -1.61165 -6.96501
C24 0.44351 -0.93516 -6.06539
O8 -0.11829 0.28063 -5.55693
O9 -1.68632 -2.15923 -6.21936
H60 -0.11621 -2.41632 -7.53081
H61 -1.12848 -0.88874 -7.59408
H62 1.33163 -0.64871 -6.61409
H63 0.78107 -1.71890 -5.29425
H64 -0.48032 0.18582 -4.62541
H65 -1.34217 -2.73240 -5.53106
C25 -3.76013 1.16587 -5.33213
C26 -3.70712 0.77358 -3.82642
O10 -2.50898 -0.00611 -3.64099
O11 -3.77908 0.02700 -6.20515
H66 -2.81782 1.75932 -5.49044
H67 -4.62613 1.79922 -5.61057
H68 -4.52953 0.14438 -3.51787
H69 -3.66557 1.71968 -3.24588
H70 -2.33144 -0.19232 -2.72703
H71 -3.01842 -0.49396 -5.93790
C27 3.88628 2.08933 7.12271
C28 5.34486 1.73377 7.29340
O12 6.14449 2.90995 7.48334
O13 3.46493 2.59612 8.41219
H72 3.34708 1.18292 6.94094
H73 3.76728 2.92836 6.34741
H74 5.69334 1.20254 6.41371
H75 5.43468 1.00902 8.09121
H76 6.99827 2.48578 7.71057
H77 4.24545 2.80497 8.90564
C29 3.91666 0.67797 0.81372
C30 3.92030 1.98902 1.72275
O14 3.39586 3.09571 0.99709
O15 4.39943 1.24272 -0.41283
H78 2.97156 0.22089 0.64737
H79 4.59542 -0.08315 1.22295
H80 5.00290 2.20965 1.92560
H81 3.34068 1.83378 2.63170
H82 3.36276 2.84609 0.06561
H83 4.67844 0.55573 -1.09065
C31 0.95197 4.55846 -0.25343
C32 0.05746 5.44637 0.58512
O16 -0.39754 6.53214 -0.15705
O17 0.18208 3.97783 -1.36034
H84 1.23954 3.74041 0.44450
H85 1.86206 4.96639 -0.68588
H86 0.57122 5.73074 1.49823
H87 -0.80666 4.86420 0.85099
H88 -0.73958 6.25478 -1.02052
H89 0.08481 3.03335 -1.11636
C33 -4.85814 -3.84972 -4.46474
C34 -5.41933 -2.58129 -5.03479
O18 -5.56003 -2.57128 -6.48421
O19 -5.68634 -4.88284 -4.98423
H90 -4.85101 -3.68831 -3.40760
H91 -3.83271 -4.07741 -4.79325
H92 -4.83652 -1.75309 -4.65601
H93 -6.49585 -2.43873 -4.62914
H94 -5.18139 -1.75147 -6.70581
H95 -5.40977 -5.73906 -4.66571
C35 2.90919 6.80568 3.83705
C36 3.57979 5.56899 3.25161
O20 4.23851 5.90474 2.03617
O21 2.13093 7.50351 2.84947
H96 3.63586 7.52726 4.28106
H97 2.21332 6.47435 4.61944
H98 2.87926 4.79342 2.95437
H99 4.24702 5.18038 3.99512
H100 4.08473 5.14288 1.44979
H101 2.39522 7.09223 2.00858
C37 -2.95987 -7.92884 -1.22231
C38 -1.81159 -7.41884 -0.16655
O22 -1.77436 -6.11111 -0.21374
O23 -3.15878 -6.90853 -2.11539
H102 -3.85602 -8.32550 -0.66064
H103 -2.56935 -8.80317 -1.74558
H104 -0.79643 -7.84220 -0.47419
H105 -1.97082 -7.93108 0.75319
H106 4.90787 -2.59548 7.32270
H107 -2.60759 -6.18764 -1.64064
C39 -2.40064 -4.08747 5.35819
C40 -2.71325 -2.86780 6.24201
O24 -3.04668 -1.64968 5.50978
O25 -1.37502 -3.74918 4.49143
H108 -3.35795 -4.36809 4.79121
H109 -2.25974 -4.91753 6.04863
H110 -1.75318 -2.65833 6.77263
H111 -3.49874 -3.04980 6.91076
H112 -2.77524 -1.96362 4.65150
H113 -1.71663 -4.00463 3.53961
C41 0.76967 5.84325 -5.64415
C42 -0.33863 4.93910 -5.15180
O26 -0.78969 5.15993 -3.85960
O27 0.34920 7.14754 -5.31190
H114 0.90354 5.76373 -6.73536
H115 1.73843 5.67303 -5.14166
H116 -0.07715 3.84791 -5.20243
H117 -1.13382 5.04266 -5.90656
H118 -0.38929 4.61110 -3.17587
H119 -0.09757 7.05577 -4.46826
C43 5.39416 1.26281 -4.65503
C44 4.34193 0.64234 -3.84517
O28 4.97016 -0.19914 -2.86463
O29 6.07470 0.28023 -5.44159
H120 5.99961 1.87724 -3.96571
H121 4.88500 1.97775 -5.28880
H122 3.74359 -0.09928 -4.42268
H123 3.71139 1.38186 -3.36693
H124 4.44680 -0.97784 -2.74143
H125 6.32643 -0.47098 -4.82706
C45 4.90945 -3.21195 -4.11431
C46 6.40801 -3.22994 -3.71066
O30 6.92902 -1.92297 -3.59442
O31 4.03417 -2.67220 -3.13403
H126 4.57454 -4.17980 -4.49931
H127 4.83113 -2.59258 -5.01786
H128 6.97764 -3.67177 -4.53264
H129 6.55984 -3.82885 -2.76397
H130 6.71442 -1.43690 -2.78410
H131 3.23870 -3.26471 -2.87477

These are the Löwdin partial charges, in e, on atoms 1 to 4: atom 1 (P): 0.260, atom 2 (F): -0.184, atom 3 (F): -0.149, atom 4 (F): -0.150